# C43H65BCl2CoF9NO22S2

A structure of composition C43H65BCl2CoF9NO22S2 at a distorted geometry (ωB97M-V/def2-TZVPD, OMol25).

Geometry as XYZ:
```
146
Properties=species:S:1:pos:R:3
Co -1.66 17.71 -33.98
N -0.48 18.92 -34.89
S -0.70 20.24 -35.67
O -0.88 20.07 -37.13
O -0.22 21.51 -35.05
F -2.25 20.22 -35.28
S 1.15 18.96 -35.53
O 2.08 20.02 -35.11
O 1.41 18.42 -36.83
F 1.63 17.76 -34.51
B -2.14 15.49 -32.31
F -2.92 16.41 -32.99
F -2.42 14.20 -32.74
F -0.81 15.82 -32.44
F -2.30 15.53 -30.92
C -4.74 14.25 -29.75
Cl -5.43 12.75 -29.08
Cl -5.72 15.70 -29.38
H -3.74 14.30 -29.31
H -4.56 14.08 -30.81
C -2.23 23.08 -31.71
C -2.29 21.53 -31.80
O -3.53 20.89 -31.60
C -3.73 19.70 -32.11
O -2.94 19.06 -32.73
O -4.95 19.27 -31.76
C -5.48 18.07 -32.23
H -3.18 23.59 -31.88
H -1.59 23.40 -32.53
H -1.85 23.37 -30.73
H -1.58 21.14 -31.08
H -1.93 21.30 -32.80
H -6.50 18.10 -31.84
H -5.00 17.21 -31.76
H -5.56 18.02 -33.31
C -5.32 12.51 -25.21
C -4.58 13.88 -24.94
O -3.72 14.26 -26.07
C -3.10 15.49 -26.11
O -3.32 16.40 -25.31
O -2.23 15.47 -27.08
C -1.26 16.46 -27.16
H -5.96 12.29 -24.36
H -4.65 11.72 -25.55
H -5.91 12.58 -26.13
H -4.02 13.72 -24.02
H -5.40 14.57 -24.78
H -0.34 16.23 -26.62
H -1.71 17.38 -26.79
H -0.87 16.67 -28.16
C -4.56 19.90 -37.13
C -5.38 19.22 -35.99
O -5.38 17.79 -36.09
C -4.42 17.07 -35.72
O -3.43 17.56 -35.18
O -4.73 15.74 -35.90
C -4.12 14.65 -35.23
H -3.78 19.27 -37.56
H -4.12 20.84 -36.80
H -5.12 20.10 -38.05
H -6.41 19.57 -36.08
H -5.04 19.40 -34.97
H -4.86 13.85 -35.27
H -4.13 14.87 -34.16
H -3.16 14.34 -35.64
C 2.54 16.61 -31.09
C 1.82 17.73 -30.23
O 1.81 18.98 -30.96
C 0.64 19.37 -31.67
O -0.27 18.58 -31.91
O 0.70 20.62 -32.06
C 1.69 21.51 -31.58
H 3.57 16.60 -30.72
H 2.38 16.74 -32.16
H 2.02 15.68 -30.86
H 2.25 17.79 -29.23
H 0.81 17.39 -30.00
H 1.28 22.52 -31.68
H 2.66 21.45 -32.07
H 1.82 21.40 -30.50
C 1.84 13.68 -34.47
C 0.35 13.53 -35.07
O 0.26 14.31 -36.28
C -0.52 15.43 -36.33
O -1.06 16.00 -35.34
O -0.56 15.82 -37.60
C -1.20 17.03 -37.96
H 2.03 12.86 -33.78
H 1.97 14.66 -33.99
H 2.62 13.65 -35.24
H -0.34 13.88 -34.30
H -0.02 12.54 -35.33
H -2.02 16.91 -38.67
H -0.45 17.53 -38.57
H -1.53 17.67 -37.14
C -1.32 12.30 -29.85
C -0.25 13.43 -29.78
O 1.01 12.96 -29.30
C 2.01 12.57 -30.13
O 2.06 12.46 -31.37
O 3.18 12.31 -29.38
C 4.43 11.93 -29.91
H -2.20 12.78 -30.28
H -1.62 11.98 -28.85
H -1.04 11.51 -30.54
H -0.73 14.09 -29.06
H -0.35 14.05 -30.67
H 4.27 11.17 -30.68
H 5.09 11.48 -29.17
H 4.95 12.75 -30.40
F -2.45 14.31 -40.00
C -2.38 13.31 -39.08
C -1.21 12.60 -38.94
C -1.00 11.70 -37.90
C -2.10 11.43 -37.07
C -3.30 12.16 -37.18
C -3.47 13.02 -38.27
H -0.39 12.81 -39.62
H -0.12 11.08 -37.81
H -1.91 10.65 -36.34
H -4.16 11.99 -36.55
H -4.35 13.64 -38.43
F -6.76 11.43 -35.01
C -5.70 10.57 -34.81
C -5.53 9.36 -35.49
C -4.36 8.58 -35.24
C -3.29 9.02 -34.44
C -3.48 10.24 -33.79
C -4.71 10.98 -33.92
H -6.36 9.02 -36.08
H -4.22 7.60 -35.67
H -2.40 8.43 -34.26
H -2.68 10.57 -33.14
H -4.95 11.93 -33.47
F -10.57 13.77 -34.11
C -10.02 14.92 -34.61
C -10.70 15.62 -35.60
C -10.27 16.89 -36.02
C -9.04 17.38 -35.57
C -8.28 16.54 -34.67
C -8.76 15.29 -34.25
H -11.58 15.24 -36.10
H -10.83 17.42 -36.77
H -8.60 18.30 -35.94
H -7.34 16.92 -34.29
H -8.21 14.60 -33.63
```

Computed properties:
spin multiplicity	4
total energy	-201658.019	eV
max |F|	9.373	eV/Å
LUMO level (spin up / spin down)	-0.0490 / -0.0580	Ha

Atom charges from the Löwdin analysis, given in e for atoms 1 to 99: 0.907 -0.299 0.503 -0.258 -0.261 -0.208 0.628 -0.237 -0.225 -0.203 -1.378 0.119 0.138 0.159 0.133 -1.000 0.520 0.543 -0.001 0.021 -0.031 -0.196 0.090 -0.552 0.101 0.036 -0.047 0.077 0.075 0.073 0.120 0.101 0.106 0.071 0.075 -0.072 -0.179 -0.008 -0.560 0.108 0.005 -0.044 0.076 0.070 0.034 0.117 0.117 0.103 0.099 0.081 -0.032 -0.136 0.063 -0.540 0.047 0.021 -0.028 0.069 0.076 0.077 0.119 0.109 0.089 0.086 0.093 -0.018 -0.177 -0.013 -0.487 0.081 -0.004 -0.018 0.072 0.063 0.059 0.117 0.096 0.099 0.108 0.099 -0.013 -0.140 0.026 -0.446 0.031 0.031 -0.039 0.049 0.061 0.068 0.097 0.103 0.100 0.101 0.060 -0.036 -0.193 0.037 -0.449

# C6H9Br3N

A structure of composition C6H9Br3N at a distorted geometry (ωB97M-V/def2-TZVPD, OMol25).

Geometry as XYZ:
```
19
Properties=species:S:1:pos:R:3
C 0.08 1.73 1.64
C -0.81 0.74 1.48
C 1.32 1.54 0.94
C 1.12 0.12 0.36
C -1.09 -0.37 -0.70
C -0.55 -1.77 -1.95
N -0.25 -0.30 0.56
Br -0.19 -3.30 -0.87
Br -2.07 -2.12 -3.10
Br 0.98 -1.27 -2.98
H -0.20 2.41 2.44
H -1.83 0.79 1.75
H 1.31 2.13 -0.02
H 2.18 1.80 1.59
H 1.38 0.00 -0.67
H 1.77 -0.62 0.95
H -2.07 -0.67 -0.75
H -0.83 0.50 -1.41
H -0.26 -1.33 0.75
```

Computed properties:
net charge	+1
total energy	-217975.500	eV
max |F|	7.219	eV/Å
LUMO level	-0.1335	Ha

Electronic structure analysis, natural (NBO) charges in units of e: -0.115 -0.073 -0.473 -0.234 -0.198 -0.442 -0.424 0.132 0.173 0.165 0.267 0.251 0.252 0.276 0.246 0.245 0.244 0.243 0.466

# C26H53BBrN11O27

A cluster of 12 separate species, C26H53BBrN11O27 in total (ωB97M-V/def2-TZVPD, OMol25).

Geometry as XYZ:
```
119
Properties=species:S:1:pos:R:3
C -5.98 0.08 -3.34
C -4.65 -0.39 -2.83
C -4.14 -1.64 -3.16
C -2.93 -2.07 -2.63
C -2.21 -1.26 -1.76
C -2.70 0.00 -1.42
C -1.96 0.88 -0.45
C -2.71 1.10 0.89
B -3.13 2.63 1.06
O -2.20 3.63 0.82
O -4.37 2.91 1.54
O -3.86 0.22 0.99
C -3.41 -0.97 1.45
O -4.03 -1.99 1.44
O -2.15 -0.83 1.95
C -1.96 0.60 2.14
C -2.66 1.03 3.43
C -0.47 0.90 2.22
C 0.25 0.10 3.31
C 0.75 0.98 4.45
Br 1.75 -0.86 2.52
C -3.91 0.42 -1.97
H -6.74 -0.05 -2.57
H -5.95 1.14 -3.59
H -6.32 -0.49 -4.21
H -4.70 -2.30 -3.81
H -2.55 -3.05 -2.87
H -1.28 -1.61 -1.34
H -1.79 1.84 -0.94
H -0.97 0.46 -0.28
H -2.21 4.01 -0.06
H -4.61 3.84 1.39
H -2.43 0.32 4.23
H -2.31 2.02 3.73
H -3.74 1.06 3.32
H -0.01 0.72 1.26
H -0.35 1.96 2.44
H -0.40 -0.66 3.74
H 1.17 0.37 5.24
H 1.50 1.68 4.09
H -0.10 1.52 4.86
H -4.30 1.39 -1.68
C 0.80 4.83 -2.95
N -0.57 4.37 -2.58
O -1.51 4.67 -3.27
O -0.63 3.70 -1.56
H 0.74 5.42 -3.86
H 1.17 5.41 -2.11
H 1.39 3.93 -3.09
C -1.45 -1.61 -5.99
N -2.56 -2.48 -6.45
O -2.29 -3.53 -7.00
O -3.68 -2.07 -6.24
H -0.51 -2.09 -6.25
H -1.55 -0.65 -6.50
H -1.56 -1.48 -4.92
C -1.31 5.30 3.76
N -0.70 4.40 4.77
O -1.43 3.66 5.39
O 0.51 4.44 4.88
H -2.38 5.14 3.76
H -1.07 6.32 4.03
H -0.87 5.03 2.80
C 3.44 0.75 -2.58
N 3.16 1.42 -3.87
O 4.10 1.73 -4.59
O 2.00 1.63 -4.14
H 4.51 0.64 -2.47
H 3.01 1.35 -1.78
H 2.96 -0.22 -2.63
C 4.68 -2.54 -5.88
N 4.35 -1.96 -4.55
O 5.26 -1.52 -3.88
O 3.18 -1.95 -4.22
H 5.75 -2.47 -6.03
H 4.34 -3.58 -5.86
H 4.13 -1.97 -6.62
C -1.42 -3.82 3.09
N -0.51 -4.37 4.13
O -0.96 -5.16 4.93
O 0.65 -4.00 4.09
H -2.41 -4.24 3.24
H -1.43 -2.74 3.20
H -1.02 -4.09 2.12
C 2.47 2.30 2.45
N 2.94 2.74 1.11
O 3.22 3.91 0.95
O 3.02 1.89 0.25
H 2.44 3.16 3.11
H 1.48 1.87 2.31
H 3.16 1.54 2.80
C 4.10 -1.37 5.85
N 4.82 -0.31 5.09
O 4.16 0.52 4.49
O 6.03 -0.35 5.12
H 3.03 -1.21 5.72
H 4.41 -2.32 5.44
H 4.39 -1.28 6.89
C 7.16 2.19 -4.22
N 8.51 2.01 -4.82
O 8.57 1.69 -5.99
O 9.47 2.20 -4.10
H 6.41 1.99 -4.97
H 7.09 1.49 -3.39
H 7.10 3.21 -3.86
C 3.20 -5.96 4.91
N 4.56 -5.58 4.46
O 5.19 -6.38 3.81
O 4.95 -4.47 4.77
H 2.98 -6.96 4.57
H 3.19 -5.91 6.00
H 2.50 -5.24 4.49
C -7.47 -2.91 -0.70
N -8.03 -2.97 -2.08
O -7.30 -2.67 -3.00
O -9.19 -3.32 -2.20
H -6.44 -2.58 -0.77
H -8.08 -2.21 -0.14
H -7.55 -3.91 -0.28
```

Computed properties:
total energy	-170187.228	eV
max |F|	0.922	eV/Å
LUMO level	-0.0184	Ha

Atom charges from the Löwdin analysis, given in e for atoms 1 to 99: -0.049 -0.247 -0.058 -0.087 -0.039 -0.204 -0.027 -0.202 -0.608 0.151 0.214 0.101 -0.545 0.168 0.080 -0.378 0.041 -0.164 -0.678 -0.117 0.807 0.016 0.075 0.080 0.076 0.101 0.108 0.115 0.099 0.116 0.090 0.120 0.110 0.083 0.107 0.087 0.124 0.075 0.077 0.026 0.072 0.132 0.065 -0.423 0.099 0.036 0.101 0.105 0.083 0.053 -0.446 0.066 0.057 0.092 0.102 0.079 0.055 -0.440 0.057 0.066 0.096 0.103 0.092 0.039 -0.428 0.052 0.049 0.088 0.066 0.084 0.056 -0.435 0.072 0.052 0.097 0.102 0.103 0.060 -0.437 0.078 0.017 0.101 0.073 0.111 -0.015 -0.412 0.083 0.038 0.106 0.027 0.053 0.056 -0.431 0.015 0.084 0.074 0.073 0.105 0.037

# C50H45N2O7P2Se2Tl

A structure of composition C50H45N2O7P2Se2Tl at a distorted geometry (ωB97M-V/def2-TZVPD, OMol25).

Geometry as XYZ:
```
109
Properties=species:S:1:pos:R:3
Tl 0.49 0.84 -0.44
C 4.77 0.81 -0.49
Se 3.30 0.77 -1.76
C 3.59 2.56 -2.52
C 2.79 3.65 -1.85
Se 0.85 3.47 -2.14
C 0.33 4.70 -0.71
H 5.71 0.78 -1.04
H 4.69 -0.08 0.14
H 4.71 1.70 0.13
H 3.34 2.48 -3.57
H 4.65 2.77 -2.44
H 3.07 4.62 -2.28
H 2.96 3.69 -0.77
H 0.74 4.37 0.23
H -0.76 4.73 -0.67
H 0.70 5.69 -0.97
C -4.96 0.42 4.34
C -4.07 1.40 3.55
C -4.45 2.85 3.88
C -4.26 1.15 2.07
C -5.51 1.32 1.48
C -5.72 1.12 0.13
C -4.67 0.74 -0.68
C -3.41 0.55 -0.12
P -2.05 0.02 -1.19
C -2.33 0.96 -2.71
C -2.64 0.40 -3.95
C -2.86 1.24 -5.04
C -2.78 2.61 -4.89
C -2.49 3.17 -3.66
C -2.25 2.34 -2.57
C -2.23 -1.75 -1.44
C -1.59 -2.36 -2.53
C -1.74 -3.72 -2.73
C -2.49 -4.47 -1.84
C -3.09 -3.87 -0.74
C -2.95 -2.51 -0.53
C -3.21 0.76 1.24
O -1.92 0.59 1.68
C -1.66 0.78 3.01
C -0.33 0.59 3.40
C 0.05 0.77 4.72
C -0.90 1.13 5.66
C -2.21 1.32 5.26
C -2.62 1.16 3.94
P 0.91 0.06 2.18
C 1.21 -1.69 2.49
C 0.42 -2.61 1.80
C 0.60 -3.96 2.04
C 1.56 -4.39 2.94
C 2.32 -3.47 3.64
C 2.15 -2.11 3.43
C 2.32 1.14 2.53
C 2.02 2.51 2.57
C 3.03 3.44 2.72
C 4.35 3.02 2.81
C 4.65 1.67 2.75
C 3.64 0.73 2.59
H -6.01 0.56 4.08
H -4.86 0.57 5.41
H -4.69 -0.61 4.11
H -5.50 3.04 3.64
H -3.84 3.55 3.32
H -4.31 3.06 4.94
H -6.34 1.62 2.10
H -6.71 1.27 -0.29
H -4.82 0.57 -1.74
H -2.74 -0.67 -4.06
H -3.09 0.81 -6.00
H -2.95 3.26 -5.74
H -2.43 4.24 -3.53
H -2.04 2.77 -1.59
H -0.99 -1.76 -3.20
H -1.24 -4.19 -3.57
H -2.60 -5.54 -2.01
H -3.65 -4.47 -0.04
H -3.43 -2.05 0.32
H 1.08 0.62 5.01
H -0.62 1.26 6.69
H -2.94 1.59 6.01
H -0.30 -2.27 1.07
H 0.00 -4.68 1.49
H 1.71 -5.45 3.11
H 3.07 -3.81 4.36
H 2.72 -1.40 4.01
H 0.98 2.83 2.53
H 2.80 4.50 2.77
H 5.15 3.74 2.93
H 5.68 1.34 2.84
H 3.89 -0.32 2.52
O 0.74 -3.31 -0.73
C 1.18 -2.46 -1.47
O 0.99 -1.18 -1.34
C 2.07 -2.86 -2.64
C 2.94 -3.94 -2.54
C 3.87 -4.16 -3.54
C 3.97 -3.35 -4.65
C 3.09 -2.28 -4.74
C 2.14 -2.04 -3.76
N 3.24 -1.31 -5.82
O 3.66 -1.68 -6.88
O 2.96 -0.15 -5.53
N 4.85 -5.25 -3.37
O 4.77 -5.91 -2.36
O 5.68 -5.38 -4.25
H 2.90 -4.60 -1.69
H 4.72 -3.53 -5.41
H 1.47 -1.20 -3.87
```

Computed properties:
net charge	+2
total energy	-223837.917	eV
max |F|	1.188	eV/Å
LUMO level	-0.2874	Ha

Atom charges from the Löwdin analysis, given in e for atoms 1 to 99: 0.715 -0.330 1.023 -0.495 -0.509 0.978 -0.334 0.047 0.029 0.018 0.070 0.088 0.089 0.067 0.017 0.030 0.045 -0.001 -0.430 -0.003 -0.082 0.012 -0.030 -0.049 -0.274 1.101 -0.372 -0.058 -0.041 -0.040 -0.072 -0.172 -0.336 -0.112 -0.041 -0.031 -0.044 -0.060 -0.186 -0.048 -0.178 -0.261 -0.055 -0.032 0.010 -0.082 1.101 -0.331 -0.094 -0.051 -0.036 -0.052 -0.086 -0.380 -0.114 -0.058 -0.052 -0.071 -0.097 0.090 0.090 0.103 0.089 0.100 0.089 0.125 0.122 0.123 0.104 0.120 0.120 0.116 0.085 0.105 0.123 0.121 0.118 0.113 0.121 0.121 0.125 0.090 0.118 0.119 0.117 0.101 0.109 0.117 0.119 0.124 0.105 0.067 -0.583 -0.306 -0.090 0.087 -0.099 0.100 -0.116

# C2H5NO2S2

A cluster of 3 separate species, C2H5NO2S2 in total at a distorted geometry (ωB97M-V/def2-TZVPD, OMol25).

Geometry as XYZ:
```
12
Properties=species:S:1:pos:R:3
C -3.79 -0.98 0.30
C 2.93 -0.12 -0.60
N 2.25 -0.77 0.28
O -3.49 -1.81 -0.42
O -4.24 -0.18 1.01
S 2.26 -2.42 0.49
S -1.44 2.37 0.13
H -1.29 2.41 -1.16
H 3.42 -0.42 -1.47
H 2.67 0.86 -0.34
H 1.46 -2.45 1.58
H -0.73 3.52 0.20
```

Computed properties:
total energy	-29409.424	eV
max |F|	3.812	eV/Å
LUMO level	0.0154	Ha

Electronic structure analysis, natural (NBO) charges in units of e: 1.020 -0.117 -0.555 -0.500 -0.519 0.194 -0.276 0.131 0.169 0.192 0.116 0.145

# C2H8B2Br3O8P

A structure of composition C2H8B2Br3O8P at a distorted geometry (ωB97M-V/def2-TZVPD, OMol25).

Geometry as XYZ:
```
24
Properties=species:S:1:pos:R:3
C -2.06 -0.16 0.80
O -2.22 0.28 -0.61
B -0.87 0.06 -1.22
O -0.83 -1.07 -2.22
O 0.35 0.82 -0.89
P 0.20 2.52 -1.23
O -1.22 3.14 -0.86
O 0.38 2.79 -2.97
O 1.39 3.53 -0.43
B 2.26 2.75 0.47
O 2.35 3.18 1.91
O 3.11 1.60 0.09
H -2.94 0.35 1.40
H -2.14 -1.33 0.83
H -1.06 0.26 1.24
H -1.00 -1.89 -1.63
H 1.22 2.26 -3.19
H 2.18 2.38 2.50
H 3.32 1.64 -0.90
C -0.37 -4.62 1.36
Br -0.54 -3.48 2.93
Br -0.93 -6.45 1.72
Br -1.30 -3.87 -0.18
H 0.69 -4.66 1.10
```

Computed properties:
total energy	-239357.905	eV
max |F|	6.697	eV/Å
LUMO level	-0.0269	Ha

Electronic structure analysis, natural (NBO) charges in units of e: -0.299 -0.739 1.391 -0.934 -0.996 2.337 -0.998 -0.898 -0.930 1.321 -0.929 -0.913 0.218 0.188 0.185 0.494 0.483 0.504 0.495 -0.486 0.096 0.106 0.072 0.232